DFT (ωB97M-V/def2-TZVPD) results for a gas-phase ion, C5H6N (charge +1) in a non-equilibrium geometry.

Summary:
electronic energy = -6761.5191 eV
gap between HOMO and LUMO = 7.815 eV
E_HOMO = -15.613 eV
net charge = +1
relative energy (zero: lowest compared OMol25 entry of this formula, charge and spin) = 3.658 eV

Each line ends with the natural charge from an NBO analysis.
Cartesian coordinates (Å):
C1 -0.531 -0.907 -0.162  -0.328
C2 -1.873 0.813 -0.057  0.185
C3 0.196 0.268 -0.066  0.512
C4 -1.822 -0.610 0.016  -0.036
C5 1.579 0.333 -0.016  -0.675
N1 -0.740 1.363 -0.012  -0.429
H1 -0.077 -1.869 0.005  0.267
H2 -2.706 1.429 -0.224  0.240
H3 -2.788 -1.156 0.096  0.277
H4 1.473 0.798 -1.031  0.366
H5 2.219 -0.560 -0.189  0.294
H6 2.099 1.159 0.561  0.328

DFT (ωB97M-V/def2-TZVPD) results for a molecular structure, C4H11O3 in a non-equilibrium geometry.

Summary:
electronic energy = -10467.0011 eV
gap between HOMO and LUMO = 7.049 eV
E_HOMO = -3.400 eV
net charge = -1
relative energy (zero: lowest compared OMol25 entry of this formula, charge and spin) = 2.678 eV

Each line ends with the natural charge from an NBO analysis.
Cartesian coordinates (Å):
C1 -0.413 -0.290 -2.041  -0.044
O1 0.081 -1.063 -3.080  -0.740
C2 0.206 -0.391 -0.682  -0.488
C3 -0.006 1.016 -0.016  -0.445
C4 -0.602 0.931 1.449  -0.025
O2 -1.007 -0.304 1.822  -0.883
H1 -0.361 0.764 -2.590  0.120
H2 -1.480 -0.650 -2.164  0.175
H3 1.089 -1.206 -2.887  0.448
H4 1.311 -0.590 -0.583  0.210
H5 -0.348 -1.230 -0.083  0.272
H6 0.941 1.425 0.267  0.198
H7 -0.632 1.652 -0.664  0.183
H8 -1.374 1.552 1.682  0.135
H9 0.190 1.206 2.197  0.078
H10 1.406 -0.544 2.679  0.418
H11 -0.017 -0.977 2.228  0.478
O3 1.017 -1.300 2.466  -1.090

DFT (ωB97M-V/def2-TZVPD) results for a single C8H12O2Se molecule in a non-equilibrium geometry.

Summary:
electronic energy = -77929.1252 eV
gap between HOMO and LUMO = 8.327 eV
E_HOMO = -8.786 eV
SMILES = C[Se]OC1=C(C(C)=O)CCC1
relative energy (zero: lowest compared OMol25 entry of this formula, charge and spin) = 1.300 eV

Each line ends with the natural charge from an NBO analysis.
Cartesian coordinates (Å):
C1 0.264 0.108 -0.012  0.399
C2 1.981 0.509 1.761  0.540
C3 -0.381 -1.089 -0.747  -0.479
C4 0.075 -2.259 0.074  -0.397
C5 1.458 -1.869 0.507  -0.424
C6 1.288 -0.328 0.774  -0.190
C7 1.734 1.991 1.735  -0.712
C8 -2.272 1.928 -1.722  -0.852
O1 -0.012 1.364 -0.274  -0.663
O2 2.625 -0.001 2.658  -0.556
Se1 -1.738 2.010 0.200  0.589
H1 -1.454 -0.871 -0.944  0.215
H2 0.039 -1.094 -1.770  0.217
H3 -0.653 -2.525 1.008  0.207
H4 -0.040 -3.180 -0.461  0.218
H5 1.944 -2.336 1.385  0.241
H6 2.250 -2.032 -0.242  0.210
H7 2.517 2.379 2.518  0.239
H8 0.667 2.204 2.053  0.231
H9 1.931 2.445 0.687  0.241
H10 -3.283 2.396 -2.105  0.251
H11 -1.521 2.359 -2.478  0.249
H12 -2.409 0.771 -1.834  0.225

DFT (ωB97M-V/def2-TZVPD) results for 7 unconnected molecules or ions with the total composition C21H42O21 in a non-equilibrium geometry.

Summary:
electronic energy = -65452.5390 eV
gap between HOMO and LUMO = 10.957 eV
E_HOMO = -10.395 eV
SMILES = COC(=O)OC.COC(=O)OC.COC(=O)OC.COC(=O)OC.COC(=O)OC.COC(=O)OC.COC(=O)OC
relative energy (zero: lowest compared OMol25 entry of this formula, charge and spin) = 3.300 eV

Each line ends with the Löwdin charge.
Cartesian coordinates (Å):
C1 0.575 0.401 5.872  -0.023
O1 0.023 -0.918 5.769  -0.023
C2 0.685 -2.018 6.211  -0.484
O2 1.847 -2.106 6.660  0.076
O3 -0.154 -3.105 5.998  -0.035
C3 0.236 -4.412 6.337  -0.072
H1 0.589 0.892 4.900  0.070
H2 1.582 0.440 6.288  0.098
H3 -0.215 0.878 6.453  0.094
H4 0.480 -4.510 7.395  0.099
H5 1.054 -4.804 5.733  0.092
H6 -0.587 -5.045 6.003  0.094
C4 -7.908 -1.387 -7.805  -0.049
O4 -6.547 -1.407 -7.398  -0.017
C5 -5.962 -0.253 -6.997  -0.509
O5 -6.481 0.872 -6.799  0.074
O6 -4.621 -0.498 -6.895  -0.025
C6 -3.775 0.515 -6.326  -0.038
H7 -8.227 -0.645 -8.537  0.099
H8 -8.504 -1.330 -6.895  0.097
H9 -8.038 -2.379 -8.239  0.093
H10 -4.263 1.198 -5.631  0.093
H11 -3.595 1.177 -7.173  0.095
H12 -2.896 0.063 -5.866  0.075
C7 3.512 4.207 -0.337  -0.072
O7 3.200 2.967 0.252  -0.027
C8 3.052 1.830 -0.521  -0.561
O8 2.914 1.899 -1.715  0.130
O9 3.073 0.769 0.256  0.012
C9 3.063 -0.544 -0.251  -0.025
H13 4.550 4.195 -0.672  0.092
H14 3.422 5.086 0.300  0.092
H15 2.986 4.363 -1.279  0.091
H16 3.970 -1.034 0.104  0.089
H17 3.021 -0.586 -1.339  0.101
H18 2.239 -1.184 0.067  0.096
C10 -0.170 0.608 -3.185  -0.013
O10 -0.244 -0.047 -1.886  -0.011
C11 -0.376 0.696 -0.777  -0.580
O11 -0.692 1.897 -0.822  0.076
O12 -0.084 -0.036 0.286  -0.010
C12 0.042 0.574 1.618  -0.003
H19 -0.758 0.023 -3.892  0.062
H20 0.873 0.558 -3.500  0.090
H21 -0.539 1.632 -3.226  0.093
H22 0.340 -0.166 2.361  0.080
H23 -0.922 0.959 1.951  0.093
H24 0.852 1.300 1.679  0.087
C13 -3.948 -3.048 -2.212  -0.018
O13 -3.336 -3.676 -3.350  -0.008
C14 -2.582 -2.974 -4.203  -0.586
O14 -2.428 -1.778 -4.166  0.103
O15 -2.028 -3.789 -5.094  0.022
C15 -0.878 -3.371 -5.813  -0.045
H25 -4.720 -3.747 -1.890  0.096
H26 -4.324 -2.043 -2.404  0.094
H27 -3.115 -2.965 -1.513  0.098
H28 -1.083 -3.495 -6.876  0.092
H29 -0.003 -4.004 -5.671  0.093
H30 -0.568 -2.329 -5.735  0.090
C16 3.658 -1.200 3.512  -0.048
O16 4.797 -0.649 2.856  -0.038
C17 5.766 -1.473 2.253  -0.458
O17 5.719 -2.700 2.074  0.092
O18 6.787 -0.637 1.770  -0.049
C18 8.134 -1.160 1.801  -0.049
H31 2.786 -0.588 3.284  0.080
H32 3.831 -1.179 4.588  0.091
H33 3.431 -2.234 3.249  0.096
H34 8.270 -2.072 1.220  0.092
H35 8.427 -1.356 2.833  0.091
H36 8.819 -0.354 1.536  0.091
C19 -0.163 4.897 1.494  -0.059
O19 -1.032 5.053 2.609  -0.025
C20 -1.063 4.086 3.642  -0.452
O20 -0.333 3.090 3.707  0.083
O21 -1.981 4.485 4.561  -0.015
C21 -2.356 3.833 5.743  -0.052
H37 -0.622 4.297 0.708  0.088
H38 0.862 4.578 1.684  0.086
H39 -0.008 5.857 1.002  0.089
H40 -2.215 2.760 5.612  0.091
H41 -3.356 4.116 6.071  0.096
H42 -1.764 4.181 6.589  0.094

DFT (ωB97M-V/def2-TZVPD) results for a molecular structure, C2H10N4S in a non-equilibrium geometry.

Summary:
electronic energy = -19007.9365 eV
gap between HOMO and LUMO (spin up / spin down) = 8.712 / 8.713 eV
E_HOMO (spin up / spin down) = -18.781 / -18.781 eV
net charge = +2
relative energy (zero: lowest compared OMol25 entry of this formula, charge and spin) = 5.049 eV

Each line ends with the natural charge from an NBO analysis.
Cartesian coordinates (Å):
C1 -0.537 0.509 -0.951  0.298
C2 1.146 -1.454 -0.525  -0.423
N1 -1.734 0.729 -0.540  -0.227
N2 0.945 -0.113 0.115  -0.201
N3 -2.144 0.831 0.715  -0.529
N4 0.359 -0.317 1.373  -0.636
S1 2.149 1.169 0.057  0.374
H1 -0.039 0.720 -1.937  0.271
H2 1.477 -1.253 -1.466  0.234
H3 1.916 -1.937 0.193  0.268
H4 0.297 -2.099 -0.637  0.270
H5 -2.471 0.851 -1.182  0.473
H6 -1.488 0.934 1.472  0.422
H7 -3.043 0.424 0.910  0.442
H8 0.383 0.612 1.759  0.376
H9 0.803 -1.049 1.926  0.432
H10 1.981 1.443 -1.284  0.158

DFT (ωB97M-V/def2-TZVPD) results for a molecular structure, C3H5N3O in a non-equilibrium geometry.

Summary:
electronic energy = -9705.0352 eV
gap between HOMO and LUMO = 9.308 eV
E_HOMO = -8.921 eV
relative energy (zero: lowest compared OMol25 entry of this formula, charge and spin) = 5.549 eV

Each line ends with the natural charge from an NBO analysis.
Cartesian coordinates (Å):
C1 1.891 -0.024 -0.218  -0.459
C2 -0.539 0.154 -0.386  0.600
C3 -1.771 -0.049 1.316  0.209
H1 2.744 0.098 -1.081  0.227
H2 1.787 -1.183 0.191  0.223
H3 2.065 0.881 0.647  0.244
H4 0.190 -0.218 -2.123  0.412
H5 -2.335 -0.488 2.297  0.232
N1 0.642 0.417 -1.028  -0.604
N2 -1.750 0.373 -0.829  -0.366
N3 -2.539 0.362 0.297  -0.255
O1 -0.386 -0.320 0.914  -0.463

DFT (ωB97M-V/def2-TZVPD) results for a single H5N2OP molecule in a non-equilibrium geometry.

Summary:
electronic energy = -14395.1359 eV
gap between HOMO and LUMO = 9.690 eV
E_HOMO = -8.732 eV
SMILES = NOPN
relative energy (zero: lowest compared OMol25 entry of this formula, charge and spin) = 4.052 eV

Each line ends with the natural charge from an NBO analysis.
Cartesian coordinates (Å):
N1 0.252 1.567 -0.715  -0.535
N2 0.211 -1.950 0.191  -1.115
O1 -0.125 1.021 0.554  -0.666
P1 -1.019 -0.345 0.319  0.985
H1 1.168 1.928 -0.816  0.353
H2 -0.332 2.406 -0.692  0.342
H3 -0.128 -2.480 -0.586  0.362
H4 1.153 -1.563 0.093  0.367
H5 -1.180 -0.584 1.652  -0.093

DFT (ωB97M-V/def2-TZVPD) results for 2 unconnected molecules or ions with the total composition C4H5BrO2 in a non-equilibrium geometry.

Summary:
electronic energy = -78363.9695 eV
gap between HOMO and LUMO = 9.037 eV
E_HOMO = -9.124 eV
SMILES = O=C=CBr.CC=O
relative energy (zero: lowest compared OMol25 entry of this formula, charge and spin) = 1.773 eV

Each line ends with the natural charge from an NBO analysis.
Cartesian coordinates (Å):
C1 -1.751 2.016 1.025  0.720
C2 -2.011 1.385 -0.137  -0.626
C3 1.165 -0.480 0.280  0.430
C4 1.602 -1.445 -0.706  -0.724
O1 -1.297 2.638 1.895  -0.406
O2 1.459 0.697 0.282  -0.520
Br1 -2.250 -0.496 -0.076  0.067
H1 -2.650 1.837 -0.812  0.252
H2 0.665 -0.947 1.059  0.102
H3 2.763 -1.460 -0.912  0.248
H4 1.082 -1.324 -1.598  0.245
H5 1.223 -2.420 -0.301  0.212

Question: electronic energy of number 8 (C4H5BrO2)?
Answer: -78363.9695 eV